This record from the OMol25 dataset describes a structure of composition C14H16Cl3N6ORuS. The level of theory is ωB97M-V with the def2-TZVPD basis set.

Results
E_LUMO (spin up / spin down): -6.37 / -8.77 eV
Electronic energy: -76735.0844 eV
HOMO energy (spin up / spin down): -14.309 / -14.347 eV
Orbital gap (spin up / spin down): 7.93 / 5.58 eV
Spin multiplicity: 2
Energy above the lowest of the compared OMol25 structures with the same formula, charge and spin: 0.0 kJ/mol
Total charge: +2

Last column: Löwdin spin population.
Geometry (Å):
Ru 0.13 -0.08 -1.34  0.053
C 1.60 4.99 -1.03  0.000
C 2.34 3.73 -1.28  0.000
N 3.61 3.60 -1.43  0.000
N 3.82 2.27 -1.64  0.000
C 2.70 1.56 -1.62  0.000
S 2.42 -0.11 -1.81  0.004
N 1.74 2.48 -1.39  0.000
N 0.39 2.11 -1.35  0.003
H 2.32 5.81 -1.04  0.000
H 1.11 4.98 -0.05  0.000
H 0.85 5.18 -1.80  0.000
H 4.76 1.92 -1.78  0.000
H -0.04 2.61 -0.57  0.000
H -0.06 2.44 -2.21  0.001
Cl -5.22 -4.65 -0.77  0.107
C -3.71 -3.91 -0.98  0.181
C -3.66 -2.49 -1.05  0.034
C -2.46 -1.90 -1.20  0.093
Cl -2.33 -0.16 -1.35  0.016
C -1.23 -2.64 -1.31  0.101
O -0.10 -2.09 -1.45  0.249
C -1.34 -4.08 -1.26  0.127
Cl 0.08 -4.99 -1.40  0.055
C -2.56 -4.69 -1.09  -0.025
H -4.58 -1.92 -0.98  -0.001
H -2.63 -5.77 -1.05  -0.003
C -1.35 1.02 3.81  0.000
C -0.54 0.34 2.76  0.000
C 0.47 -0.59 2.84  0.000
C 0.85 -0.90 1.53  0.000
N 0.11 -0.18 0.68  0.000
N -0.72 0.58 1.45  0.001
C 1.91 -1.85 1.10  0.001
H -1.08 0.63 4.79  0.000
H -2.41 0.86 3.66  0.000
H -1.16 2.10 3.82  0.000
H 0.89 -1.01 3.74  0.000
H -1.49 1.08 1.03  0.000
H 2.34 -2.33 1.98  0.000
H 2.71 -1.34 0.57  0.000
H 1.52 -2.63 0.45  0.001